{"formula": "C4H10Cl2NP", "method": "ωB97M-V/def2-TZVPD", "energy_ha": -1474.6120, "orbital_gap_ev": [7.113, 8.470], "max_force_ha_per_bohr": 0.1284, "de_lowest_kcal_mol": 207.01, "lumo_ev": [-0.62, -0.87], "elements": ["C", "C", "C", "C", "N", "P", "Cl", "Cl", "H", "H", "H", "H", "H", "H", "H", "H", "H", "H"], "coordinates": [[-0.191, 0.658, 1.718], [1.321, 0.506, -0.318], [-0.158, 0.680, 0.185], [-1.290, -0.248, -0.442], [-2.642, 0.030, -0.431], [-1.027, -2.053, -0.391], [-3.642, -1.124, 0.502], [-3.240, 1.675, 0.118], [-1.274, 0.491, 2.160], [0.456, -0.187, 2.058], [0.109, 1.560, 2.028], [1.263, 0.001, -1.352], [1.651, 1.479, -0.402], [1.897, 0.020, 0.327], [-0.614, 1.716, 0.032], [-1.323, 0.650, -2.424], [0.123, -2.055, -1.136], [-1.939, -2.456, -1.544]]}